(1)
Entry from the OMol25 dataset: the molecule C33H35N3O (wB97M-V/def2-TZVPD).

Its gap between HOMO and LUMO is 6.12 eV. Its SMILES is CN(C)c1ccc([C@H](c2cc(-c3ccccc3)c([O-])c(-c3ccccc3)c2)[N+]23CCN(CC2)CC3)cc1.

Each line ends with the Mulliken charge.
Geometry (Å):
1 C -0.7845 -1.3394 2.0979  -0.573
2 C 0.7541 -1.3816 2.0701  -0.696
3 N 1.3090 -0.0074 2.0618  -0.212
4 C 0.8214 0.6995 0.8467  -0.957
5 C -0.7038 0.7491 0.8357  -0.442
6 N -1.3843 0.1352 2.1021  0.314
7 C -0.6879 0.8074 3.2923  0.034
8 C 0.8409 0.7320 3.2639  -0.926
9 H -1.1873 -1.8477 1.2179  0.510
10 H -1.1608 -1.8508 2.9873  0.447
11 H 1.1631 -1.8932 2.9624  0.317
12 H 1.1174 -1.8765 1.1497  0.285
13 H 1.2472 1.7186 0.8678  0.349
14 H 1.2143 0.1341 -0.0189  0.308
15 H -1.0565 1.7743 0.7673  0.330
16 H -1.1096 0.2042 -0.0235  0.592
17 H -1.0267 1.8437 3.3131  0.582
18 H -1.0744 0.3259 4.1962  -0.074
19 H 1.2307 0.1866 4.1435  0.388
20 H 1.2858 1.7432 3.2164  0.285
21 C -4.3110 2.4530 -4.0146  -1.017
22 N -5.1425 2.3689 -2.8014  0.234
23 C -6.3568 3.1869 -2.9610  -1.000
24 C -4.6432 1.9579 -1.5540  -0.198
25 C -4.0608 2.8383 -0.6010  -0.541
26 C -3.4544 2.3753 0.5820  -0.541
27 C -3.4616 1.0054 0.9044  0.399
28 C -3.0449 0.3761 2.2477  0.708
29 C -3.6886 1.1505 3.4311  -1.260
30 C -3.6167 0.4947 4.6689  -1.022
31 C -4.2764 0.9066 5.8157  0.040
32 C -4.0145 0.2232 7.0701  0.281
33 C -2.7759 -0.4370 7.2524  -0.081
34 C -2.4855 -1.0370 8.4729  -0.734
35 C -3.4346 -1.0471 9.4961  -0.379
36 C -4.6905 -0.4617 9.2988  -0.597
37 C -4.9843 0.1490 8.0886  -0.341
38 C -5.2794 1.9895 5.7898  0.659
39 O -6.0867 2.2184 6.7219  -0.902
40 C -5.2702 2.7294 4.5120  0.122
41 C -6.0398 3.9551 4.4485  0.160
42 C -5.6957 4.9331 3.4990  -0.275
43 C -6.3659 6.1471 3.4567  -0.786
44 C -7.4237 6.3933 4.3388  -0.280
45 C -7.8090 5.4210 5.2686  -0.685
46 C -7.1246 4.2155 5.3120  -0.226
47 C -4.5660 2.2594 3.3976  -0.701
48 C -4.0518 0.1138 0.0077  -0.756
49 C -4.6312 0.5726 -1.1777  -0.660
50 H -3.3986 1.8729 -3.8751  0.308
51 H -4.8611 2.0670 -4.8755  0.337
52 H -4.0487 3.4924 -4.2386  0.329
53 H -6.9966 3.1168 -2.0750  0.311
54 H -6.1106 4.2424 -3.1461  0.334
55 H -6.9190 2.8317 -3.8331  0.321
56 H -4.0682 3.9102 -0.8639  0.393
57 H -3.0914 3.1440 1.2837  0.540
58 H -3.4195 -0.7271 2.3610  0.448
59 H -3.1438 -0.4954 4.7412  1.143
60 H -2.0593 -0.4732 6.4269  0.071
61 H -1.5065 -1.4965 8.5986  0.361
62 H -3.2027 -1.5188 10.4462  0.357
63 H -5.4661 -0.4698 10.0681  0.368
64 H -5.9678 0.5904 7.9089  0.387
65 H -4.8717 4.7253 2.7946  0.318
66 H -6.0585 6.8899 2.7252  0.371
67 H -7.9602 7.3473 4.3008  0.342
68 H -8.6374 5.5719 5.9602  0.374
69 H -7.4094 3.4569 6.0489  0.406
70 H -4.8928 2.6992 2.4459  0.924
71 H -4.1760 -0.9354 0.2922  0.378
72 H -5.0857 -0.1535 -1.8545  0.400

(2)
Entry from the OMol25 dataset: a structure of composition C9H9ClO4S5Ta (wB97M-V/def2-TZVPD).

Its gap between HOMO and LUMO (spin up / spin down) is 4.71 / 4.71 eV. As for the total charge: +1.

Each line ends with the Mulliken charge.
Geometry (Å):
1 Ta -0.0143 -2.2569 0.7027  1.216
2 O 0.9483 -3.7456 1.8469  -0.481
3 Cl 1.7484 -4.4564 0.6275  1.003
4 O 3.1104 -4.1598 0.9473  -0.311
5 O -1.5984 -2.8546 1.0983  -0.512
6 O 0.9997 -3.5105 -0.4866  -0.510
7 S 4.9731 3.7526 0.9992  -0.115
8 C 3.8475 2.5087 0.8886  0.097
9 S 2.6405 2.0254 2.0715  -0.026
10 C 2.1153 0.4792 1.2806  0.024
11 C 2.6895 0.2842 -0.0265  0.453
12 S 2.1815 -0.8301 -1.2561  -0.108
13 S 3.9793 1.3414 -0.3773  -0.101
14 S 1.1213 -0.4394 2.2669  -0.298
15 C -3.0277 -0.1221 -0.3624  -1.602
16 C -1.7944 0.6702 -0.7240  2.060
17 C -1.4235 1.6883 0.3443  -1.529
18 C -2.0195 1.2979 -2.1369  -1.511
19 C -0.6224 -0.2604 -0.6952  0.079
20 C 0.5027 -0.7918 -0.9021  -0.376
21 H -3.9114 0.5462 -0.1536  0.392
22 H -2.9933 -0.6179 0.6203  0.412
23 H -3.3249 -0.8332 -1.1389  0.397
24 H -1.9338 2.6406 0.1453  0.411
25 H -0.3503 1.8900 0.3660  0.354
26 H -1.6448 1.3791 1.3713  0.363
27 H -2.8686 1.9735 -2.0362  0.400
28 H -2.1969 0.5309 -2.8614  0.425
29 H -1.1334 1.8707 -2.4192  0.392

(3)
Entry from the OMol25 dataset: a cluster of 3 separate species, C3H11NOS in total (wB97M-V/def2-TZVPD).

Its gap between HOMO and LUMO is 8.78 eV.

Each line ends with the Mulliken charge.
Geometry (Å):
1 C 1.6106 -0.3920 -0.3895  -0.744
2 C 0.1382 -0.0971 -0.0734  -0.401
3 C -0.7523 -1.3012 -0.3018  -0.684
4 S -2.5944 -1.1072 -0.1104  -0.283
5 N 2.3584 0.8593 -0.3756  -0.557
6 H 1.5015 -0.8442 -1.3778  0.361
7 H 2.0522 -1.1690 0.2424  0.333
8 H -0.0556 0.4206 0.8709  0.479
9 H -0.2291 0.6224 -0.8106  0.257
10 H -0.4599 -2.2199 0.2321  0.351
11 H -0.6563 -1.5765 -1.3688  0.355
12 H -2.0114 -0.3878 1.5090  0.154
13 H 3.1945 0.7487 -0.9338  0.231
14 H 2.6260 1.0939 0.5715  0.214
15 H -2.2278 1.0685 0.3571  0.237
16 H -2.5279 2.3168 1.3254  0.325
17 O -1.9667 1.9649 0.6333  -0.627

(4)
Entry from the OMol25 dataset: a structure of composition C8H10N2S2 (wB97M-V/def2-TZVPD).

Its gap between HOMO and LUMO is 7.27 eV.

Each line ends with the Mulliken charge.
Geometry (Å):
1 C -2.4291 0.0165 -0.4537  -0.702
2 C -0.2861 1.9139 -0.4618  0.214
3 C 0.4162 -0.5067 0.1033  0.797
4 C 0.9906 -0.9735 1.3816  -0.832
5 C 1.3763 -2.2530 1.3714  0.856
6 C 1.7119 -3.3047 2.4800  -0.948
7 C 1.0014 -3.1028 0.2495  -0.673
8 C 0.3284 -2.4940 -0.8953  -0.562
9 H -3.4110 -0.4730 -1.6183  0.246
10 H -1.0254 -0.5593 -0.5875  0.256
11 H -3.1289 0.3993 0.6997  0.256
12 H 1.2603 1.0334 0.6918  0.195
13 H 1.1708 -0.4135 2.3673  0.297
14 H 2.9412 -2.9105 2.5391  0.260
15 H 1.3820 -4.4353 2.1553  0.279
16 H 1.2986 -3.0337 3.6581  0.282
17 H 1.3550 -4.1299 0.1823  0.324
18 H 0.3875 -3.0983 -1.8361  0.304
19 N 0.4893 0.8662 0.1090  -0.114
20 N 0.2086 -1.0848 -1.1100  -0.399
21 S -1.8312 1.6244 -1.0914  -0.044
22 S 0.2203 3.5866 -0.4020  -0.292

(5)
Entry from the OMol25 dataset: a structure of composition C16H15N5O3S3TeW (wB97M-V/def2-TZVPD).

Its gap between HOMO and LUMO (spin up / spin down) is 6.92 / 5.35 eV. As for the multiplicity: 3.

Each line ends with the Mulliken charge.
Geometry (Å):
1 W 0.3071 0.0655 -0.6344  1.057
2 N -4.7315 2.2324 2.4374  -0.492
3 C -3.3671 2.1238 2.4433  1.127
4 C -2.7394 1.0688 3.1119  -0.739
5 C -1.3648 0.9417 3.0684  -0.390
6 C -0.6011 1.8800 2.3923  0.271
7 C -1.2103 2.9533 1.7465  -0.820
8 C -2.5800 3.0745 1.7720  -0.719
9 S 1.1293 1.6252 2.2183  0.519
10 O 1.1705 1.2630 0.5945  -0.357
11 O 1.7533 2.9433 2.3044  -0.598
12 N -0.7322 -0.8693 0.5588  -0.035
13 C -1.2685 -1.9783 -0.0112  0.339
14 N -2.2419 -2.7056 0.5442  -0.642
15 C -2.5877 -3.8019 -0.1150  -0.087
16 C -2.0071 -4.2030 -1.3141  -0.708
17 C -1.0624 -3.3502 -1.8525  -0.142
18 N -0.7135 -2.2341 -1.2266  -0.190
19 H -5.3004 1.5860 2.9484  0.178
20 H -5.1834 2.9893 1.9625  0.180
21 H -3.3376 0.3291 3.6293  0.279
22 H -0.8861 0.1027 3.5588  0.357
23 H -0.5992 3.6855 1.2337  0.620
24 H -3.0601 3.9007 1.2608  0.288
25 H -3.3766 -4.3967 0.3342  0.427
26 H -2.2958 -5.1188 -1.8067  0.361
27 H -0.5869 -3.5475 -2.8071  0.430
28 S -0.3654 3.3859 -1.7792  -0.357
29 C -0.8307 1.8702 -1.5818  0.361
30 N -1.3732 0.7827 -1.5725  -0.499
31 C 0.8504 -0.3077 -3.6417  -0.697
32 O 1.1835 -0.1526 -2.2808  -0.324
33 H 1.6860 -0.7831 -4.1564  0.240
34 H 0.6568 0.6701 -4.0863  0.277
35 H -0.0425 -0.9286 -3.7426  0.243
36 Te 2.2147 -1.8221 0.3795  0.382
37 C 4.0560 -1.1673 -0.1947  -0.189
38 C 4.3742 0.0360 -0.7893  0.025
39 C 5.7538 0.1680 -1.0457  -0.789
40 C 6.4667 -0.9317 -0.6495  -0.312
41 S 5.4704 -2.1215 0.0430  -0.119
42 H 3.6404 0.7972 -1.0144  0.506
43 H 6.2025 1.0368 -1.5035  0.369
44 H 7.5297 -1.0916 -0.7361  0.371

(6)
Entry from the OMol25 dataset: a structure of composition C25H27FeN7PS (wB97M-V/def2-TZVPD).

Its gap between HOMO and LUMO (spin up / spin down) is 7.04 / 7.06 eV. As for the total charge: +1.

Each line ends with the Mulliken charge.
Geometry (Å):
1 Fe -0.2944 -0.6549 0.4666  -0.162
2 N -3.3422 -1.1457 3.5351  -0.429
3 C -2.5275 -1.0696 2.4680  0.562
4 S -0.8617 -1.4565 2.6623  -0.515
5 N -3.1220 -0.7015 1.3327  -1.901
6 N -2.2561 -0.5902 0.3134  1.824
7 C -2.7432 -0.4831 -0.8764  -1.007
8 C -1.7991 -0.3747 -1.9736  0.876
9 C -2.2029 -0.2973 -3.3036  -0.812
10 C -1.2454 -0.1460 -4.2878  -0.519
11 C 0.0916 -0.0682 -3.9213  -0.901
12 C 0.4135 -0.1682 -2.5802  -0.314
13 N -0.4999 -0.3297 -1.6237  0.598
14 H -2.9992 -1.5373 4.3930  0.220
15 H -4.3333 -1.0433 3.3942  0.247
16 H -3.8149 -0.4869 -1.0409  0.342
17 H -3.2558 -0.3458 -3.5470  0.519
18 H -1.5359 -0.0790 -5.3277  0.442
19 H 0.8725 0.0658 -4.6560  0.487
20 H 1.4450 -0.1093 -2.2536  0.323
21 C -1.0007 -4.7974 -0.7721  -0.986
22 C 0.2425 -5.1453 -1.2718  -0.604
23 C 1.2840 -4.2358 -1.1863  -0.904
24 C 1.0429 -2.9947 -0.6150  0.685
25 N -0.1669 -2.6575 -0.1564  0.635
26 C -1.1603 -3.5390 -0.2176  -0.191
27 C 2.0977 -1.9698 -0.4034  0.531
28 C 3.3907 -2.1188 -0.8815  -0.867
29 C 4.3238 -1.1397 -0.5924  -1.008
30 C 3.9591 -0.0759 0.2099  -0.949
31 C 2.6525 0.0115 0.6761  1.243
32 N 1.7283 -0.8944 0.3181  0.750
33 C 2.2287 1.0345 1.6728  0.234
34 C 3.1104 1.9454 2.2455  -0.933
35 C 2.6545 2.7443 3.2817  -0.590
36 C 1.3479 2.6031 3.7195  -1.039
37 C 0.5350 1.6865 3.0699  -0.130
38 N 0.9630 0.9370 2.0641  0.359
39 H -1.8337 -5.4850 -0.8015  0.446
40 H 0.4070 -6.1194 -1.7122  0.449
41 H 2.2659 -4.5043 -1.5463  0.385
42 H -2.1059 -3.2215 0.2032  0.364
43 H 3.6674 -2.9793 -1.4711  0.445
44 H 5.3350 -1.2195 -0.9676  0.462
45 H 4.6899 0.6696 0.4823  0.418
46 H 4.1367 2.0258 1.9191  0.387
47 H 3.3203 3.4550 3.7526  0.452
48 H 0.9632 3.1894 4.5422  0.422
49 H -0.4972 1.5339 3.3662  0.320
50 C 0.2267 3.7916 0.3878  -1.225
51 P -0.9008 2.4048 -0.0311  1.054
52 C -1.3611 2.9206 -1.7325  -1.461
53 C -2.4089 2.9024 0.8823  -1.390
54 H -0.2177 4.7544 0.1277  0.472
55 H 1.1659 3.6815 -0.1572  0.330
56 H 0.4545 3.7906 1.4531  0.297
57 H -1.6723 3.9667 -1.7587  0.495
58 H -2.1794 2.3087 -2.1106  0.349
59 H -0.5071 2.7935 -2.4001  0.329
60 H -2.6773 3.9432 0.6911  0.424
61 H -2.2528 2.7668 1.9536  0.315
62 H -3.2405 2.2580 0.5933  0.343

no.,largest force on an atom (eV/Å)
1,3.76
2,4.30
3,5.13
4,6.48
5,1.84
6,1.04